--- i ---
# C3H5NS

C3H5NS in the gas phase (wB97M-V/def2-TZVPD, the Open Molecules 2025 dataset).

Its structure (SMILES) is C=C=C[NH2+][S-]. The HOMO-LUMO gap is 8.109 eV.

Atoms and positions in Å:
C (0.302, 0.170, 0.635)
C (-0.829, -0.332, 0.299)
C (-1.897, -0.847, -0.240)
N (1.263, 0.645, -0.260)
S (2.867, -0.160, -0.120)
H (0.666, 0.232, 1.603)
H (-2.792, -0.212, -0.319)
H (-2.067, -1.894, -0.532)
H (1.536, 1.625, 0.213)
H (0.952, 0.773, -1.278)

---

--- ii ---
# C3H5NS

2 unconnected molecules or ions with the total composition C3H5NS (wB97M-V/def2-TZVPD, the Open Molecules 2025 dataset).

The HOMO-LUMO gap is 8.505 eV.

Atoms and positions in Å:
C (0.674, 1.553, -0.160)
C (-2.200, 0.765, 0.164)
C (2.264, -0.476, -0.056)
N (1.271, 0.578, -0.076)
S (-2.922, -0.623, -0.109)
H (-2.690, 1.527, 0.662)
H (-1.146, 1.043, 0.010)
H (3.263, -0.016, -0.083)
H (2.078, -0.965, 0.831)
H (2.209, -1.195, -0.951)

---

The most stable of them is ii.

---

--- i ---
# C3H5NS

2 unconnected molecules or ions with the total composition C3H5NS (wB97M-V/def2-TZVPD, the Open Molecules 2025 dataset).

The HOMO-LUMO gap is 8.683 eV.

Atoms and positions in Å:
C (-1.023, -0.294, 0.054)
C (0.829, 1.755, 1.589)
C (-0.759, -1.098, -1.115)
N (-1.229, 0.173, 1.087)
S (1.819, 0.684, 0.750)
H (1.074, 0.671, -0.469)
H (1.461, 2.020, 2.354)
H (0.285, -1.522, -1.061)
H (-1.618, -1.837, -1.135)
H (-0.840, -0.553, -2.053)

---

--- ii ---
# C3H5NS

C3H5NS in the gas phase (wB97M-V/def2-TZVPD, the Open Molecules 2025 dataset).

Its structure (SMILES) is S=C1CNC1. The HOMO-LUMO gap is 8.559 eV.

Atoms and positions in Å:
C (0.892, -0.021, -0.085)
C (-0.163, 1.083, 0.082)
C (-0.180, -1.038, 0.050)
H (0.103, 1.642, 0.955)
H (-0.064, 1.781, -0.815)
H (-1.793, -0.083, -0.614)
H (-0.180, -1.710, -0.749)
H (0.037, -1.661, 1.014)
N (-1.123, 0.013, 0.130)
S (2.472, -0.006, 0.032)

---

The most stable of them is ii.

---

--- i ---
# C6H15N

2 unconnected molecules or ions with the total composition C6H15N (wB97M-V/def2-TZVPD, the Open Molecules 2025 dataset).

The HOMO-LUMO gap (spin up / spin down) is 2.673 / 9.544 eV. As for the net charge: -1. The multiplicity is 2.

Atoms and positions in Å:
C (0.291, -2.312, 3.064)
C (0.214, -0.803, 3.170)
N (-0.283, -0.224, 1.875)
H (1.216, -2.567, 2.591)
H (0.187, -2.853, 4.028)
H (-0.553, -2.702, 2.438)
H (-0.475, -0.468, 4.015)
H (1.252, -0.404, 3.404)
H (-0.201, 0.765, 1.984)
H (0.502, -0.493, 1.236)
C (0.170, 1.532, -2.189)
C (-0.374, 0.306, -2.242)
C (0.153, -0.820, -3.039)
C (-0.308, 2.636, -1.337)
H (1.071, 1.699, -2.781)
H (-1.261, 0.070, -1.602)
H (0.148, -1.727, -2.396)
H (-0.569, -1.076, -3.860)
H (1.152, -0.646, -3.432)
H (-1.393, 2.628, -1.237)
H (-0.062, 3.636, -1.765)
H (0.088, 2.474, -0.317)

---

--- ii ---
# C6H15N

A gas-phase ion, C6H15N (charge -1) (wB97M-V/def2-TZVPD, the Open Molecules 2025 dataset).

The HOMO-LUMO gap (spin up / spin down) is 2.432 / 8.248 eV. As for the net charge: -1. The multiplicity is 2.

Atoms and positions in Å:
C (0.796, 1.525, -2.297)
C (0.891, 1.132, -0.821)
C (1.180, -0.331, -0.575)
C (-0.064, -1.215, -0.679)
C (-1.049, -1.268, 0.509)
N (-1.205, -0.033, 1.253)
C (-0.547, 0.128, 2.511)
H (0.157, 0.865, -2.894)
H (1.768, 1.428, -2.763)
H (0.413, 2.541, -2.415)
H (1.700, 1.723, -0.448)
H (0.041, 1.468, -0.234)
H (1.853, -0.743, -1.335)
H (1.642, -0.398, 0.413)
H (0.207, -2.269, -0.847)
H (-0.607, -0.988, -1.596)
H (-0.670, -2.017, 1.207)
H (-2.021, -1.598, 0.128)
H (-2.134, 0.310, 1.188)
H (0.398, 0.680, 2.439)
H (-1.098, 0.796, 3.191)
H (-0.390, -0.802, 3.048)

---

The most stable of them is ii.

---

--- i ---
# C10H19NO2S

C10H19NO2S in the gas phase (wB97M-V/def2-TZVPD, the Open Molecules 2025 dataset).

Its structure (SMILES) is CC(C)(SCN1CCCCC1)C(=O)O. The HOMO-LUMO gap is 8.545 eV.

Atoms and positions in Å:
O (0.077, 3.817, -0.237)
O (0.657, 4.316, 1.888)
S (0.278, 0.847, 1.781)
C (0.669, 3.511, 0.809)
N (-1.015, -0.819, -0.063)
C (-1.156, 0.559, 0.546)
C (2.534, 2.046, 1.866)
C (1.746, 1.527, -0.483)
C (-0.875, -0.826, -1.525)
C (-0.720, -1.973, 0.746)
C (-1.357, -2.134, -2.213)
C (-1.416, -3.132, 0.096)
C (-0.924, -3.324, -1.363)
C (1.343, 2.056, 0.937)
H (0.002, 5.030, 1.710)
H (-2.139, 0.524, 1.073)
H (-1.217, 1.439, -0.144)
H (3.405, 2.128, 1.240)
H (2.501, 2.841, 2.642)
H (2.517, 1.072, 2.379)
H (2.549, 2.114, -1.049)
H (0.802, 1.591, -1.134)
H (1.981, 0.454, -0.482)
H (-1.385, 0.120, -1.994)
H (0.205, -0.706, -1.798)
H (-1.168, -1.785, 1.761)
H (0.336, -2.136, 0.896)
H (-2.440, -2.151, -2.126)
H (-1.118, -2.280, -3.275)
H (-1.107, -4.040, 0.615)
H (-2.489, -3.106, 0.242)
H (0.177, -3.394, -1.431)
H (-1.255, -4.186, -1.909)

---

--- ii ---
# C10H19NO2S

A molecular structure, C10H19NO2S (wB97M-V/def2-TZVPD, the Open Molecules 2025 dataset).

The HOMO-LUMO gap (spin up / spin down) is 7.916 / 7.915 eV.

Atoms and positions in Å:
C (-2.315, -1.198, 0.155)
C (3.570, -0.418, -0.570)
C (2.730, -1.556, 0.077)
C (3.323, 0.887, 0.143)
C (1.229, -1.340, -0.105)
C (1.821, 1.113, -0.124)
C (-2.781, 0.641, 1.363)
C (-1.530, -0.192, 0.974)
C (0.888, 0.055, 0.483)
C (-3.595, 1.856, -1.123)
N (-0.465, 0.522, 0.206)
O (-4.947, -0.426, -0.021)
O (-1.647, -2.046, -0.704)
S (-3.564, 0.073, -0.188)
H (4.701, -0.588, -0.501)
H (3.126, -0.478, -1.648)
H (2.877, -2.485, -0.277)
H (2.853, -1.696, 1.095)
H (3.676, 0.666, 1.249)
H (4.065, 1.540, -0.340)
H (0.907, -1.451, -1.205)
H (0.694, -2.083, 0.339)
H (1.358, 2.088, 0.078)
H (1.627, 1.097, -1.166)
H (-3.138, 0.101, 2.137)
H (-2.523, 1.750, 1.370)
H (-0.903, -0.789, 1.615)
H (1.205, 0.225, 1.604)
H (-2.590, 2.057, -1.276)
H (-4.329, 1.820, -2.010)
H (-3.894, 2.687, -0.310)
H (-0.451, 0.490, -0.792)
H (-1.978, -2.922, -0.527)

---

The most stable of them is i.

---

--- i ---
# HNO2S

A molecular structure, HNO2S (wB97M-V/def2-TZVPD, the Open Molecules 2025 dataset).

The HOMO-LUMO gap (spin up / spin down) is 6.772 / 6.769 eV.

Atoms and positions in Å:
N (-0.994, 0.087, -0.036)
O (-1.791, 0.917, -0.031)
O (0.595, 0.756, 0.134)
S (1.594, -0.453, 0.059)
H (0.596, -1.306, -0.126)

---

--- ii ---
# HNO2S

2 unconnected molecules or ions with the total composition HNO2S (wB97M-V/def2-TZVPD, the Open Molecules 2025 dataset).

The HOMO-LUMO gap (spin up / spin down) is 9.271 / 9.497 eV.

Atoms and positions in Å:
N (-0.192, 0.327, -0.497)
O (-2.052, 0.775, 1.125)
O (1.497, -0.633, -0.292)
S (-0.740, 0.135, 0.917)
H (1.487, -0.604, -1.252)

---

The most stable of them is i.

---

--- i ---
# C4H6N2S

C4H6N2S in the gas phase (wB97M-V/def2-TZVPD, the Open Molecules 2025 dataset).

Its structure (SMILES) is C=CC(=S)NN=C. The HOMO-LUMO gap is 7.920 eV.

Atoms and positions in Å:
C (0.960, -1.737, -0.358)
C (0.392, -1.110, -1.338)
C (-0.356, 0.142, -1.309)
C (-0.332, 1.322, 2.144)
H (1.365, -2.783, -0.667)
H (0.928, -1.409, 0.798)
H (0.273, -1.843, -2.432)
H (-0.934, 1.828, -0.328)
H (0.233, 1.384, 3.066)
H (-1.508, 1.779, 2.137)
N (-0.335, 0.935, -0.147)
N (0.542, 0.890, 0.987)
S (-1.230, 0.603, -2.554)

---

--- ii ---
# C4H6N2S

C4H6N2S in the gas phase (wB97M-V/def2-TZVPD, the Open Molecules 2025 dataset).

The HOMO-LUMO gap is 8.422 eV.

Atoms and positions in Å:
C (-1.403, 0.574, -1.226)
C (-1.016, 1.517, -0.393)
C (-0.105, -0.895, -0.109)
C (0.637, -1.939, 0.487)
N (-0.874, -0.684, -1.044)
N (1.511, 1.646, 0.571)
S (0.185, 0.965, 0.876)
H (-1.978, 0.543, -2.109)
H (-1.427, 2.542, -0.496)
H (0.868, -1.532, 1.511)
H (1.690, -2.044, 0.063)
H (0.187, -3.011, 0.471)
H (1.725, 2.319, 1.399)

---

The most stable of them is ii.